ORCA calculation (ωB97M-V with the def2-TZVPD basis set) on C59H54O11P2Pd as an isolated structure at a distorted geometry.

Structure (XYZ):
```
127
Properties=species:S:1:pos:R:3:lowdin_charge:R:1
Pd -0.437 -0.842 -1.145 0.56
P -1.895 -2.236 0.172 0.87
P -0.138 -1.023 -3.533 0.89
O 1.135 2.538 4.888 0.05
O -0.509 -2.611 -3.644 -0.21
O 2.025 1.426 3.098 -0.01
O -0.930 -0.116 -4.644 -0.18
O 1.336 4.994 4.921 0.06
O 1.485 -0.795 -3.441 -0.21
O 8.497 3.788 3.344 -0.11
O -1.701 -1.383 1.559 -0.23
O -1.043 -3.644 0.137 -0.24
O 2.329 5.994 3.124 0.02
O -3.468 -2.290 -0.267 -0.17
C 0.194 3.833 6.679 0.00
C 1.755 2.352 -5.341 -0.06
C -1.998 3.532 -3.631 -0.06
C 2.102 -3.182 -3.458 -0.03
C 1.488 2.652 -6.659 -0.08
C -1.302 1.167 -0.815 -0.10
C -0.397 1.171 -6.618 -0.01
C -5.526 -3.132 0.709 -0.01
C -3.894 -3.797 -2.844 -0.08
C 2.224 3.707 3.090 -0.12
C 3.386 -4.066 -5.269 -0.08
C 0.630 0.343 0.430 -0.03
C 2.704 -4.250 -4.082 -0.07
C 2.680 3.624 6.389 0.01
C -4.266 -5.472 1.482 -0.06
C 7.162 3.814 2.936 -0.26
C 1.967 4.968 3.702 -0.46
C 9.132 5.044 3.363 -0.12
C -5.378 -0.731 3.487 -0.08
C -4.034 -2.437 -4.810 -0.07
C -3.339 1.681 -2.059 -0.02
C 3.491 -2.802 -5.820 -0.08
C 6.430 4.981 2.708 -0.03
C -4.646 -3.209 -3.842 -0.08
C 1.791 2.486 3.683 -0.47
C -4.448 -1.601 4.025 -0.07
C 5.114 4.919 2.324 -0.03
C 1.339 3.748 5.662 -0.51
C -0.120 0.815 -5.287 -0.29
C 2.158 -1.890 -4.019 -0.28
C 0.407 2.066 -7.290 -0.08
C -2.533 -3.613 -2.798 -0.03
C 0.115 1.115 -0.593 -0.26
C -2.675 -2.238 -4.775 -0.03
C -5.100 -0.061 2.312 -0.08
C -5.596 -5.278 1.774 -0.08
C 0.309 -2.974 2.091 -0.03
C -0.445 -3.923 1.379 -0.29
C 0.968 1.450 -4.664 -0.07
C -3.366 3.356 -3.765 -0.06
C -2.937 -1.144 2.192 -0.27
C -4.024 2.408 -2.997 -0.07
C 2.898 -1.723 -5.204 0.00
C 4.481 3.702 2.136 -0.21
C -0.060 -5.476 3.200 -0.08
C -3.560 -4.498 0.819 -0.04
C 3.015 3.663 1.842 -0.13
C -3.240 -1.799 3.398 0.01
C -4.160 -3.291 0.418 -0.30
C -3.903 -0.262 1.670 -0.03
C -0.579 -5.201 1.956 -0.02
C 0.836 -3.259 3.328 -0.05
C 5.195 2.538 2.375 -0.03
C -1.962 1.891 -1.858 -0.21
C -6.223 -4.107 1.386 -0.07
C -1.298 2.811 -2.695 -0.02
C 6.510 2.592 2.762 -0.02
C 0.643 -4.506 3.890 -0.08
C -1.892 -2.810 -3.756 -0.29
H 3.821 -4.913 -5.778 0.11
H -4.623 -1.984 -5.592 0.11
H -1.481 4.219 -4.282 0.11
H 1.696 0.289 0.637 0.09
H 2.851 4.495 7.017 0.09
H -1.113 -5.959 1.411 0.11
H 0.462 -2.008 1.650 0.08
H 2.949 -0.739 -5.636 0.11
H -7.266 -3.961 1.609 0.11
H 6.887 5.941 2.861 0.09
H -1.938 -4.026 -2.002 0.09
H -6.319 -0.572 3.989 0.11
H 1.049 -4.725 4.864 0.11
H -2.513 -2.489 3.788 0.12
H 0.166 2.932 7.293 0.09
H 1.177 1.211 -3.638 0.09
H -2.538 -4.666 0.561 0.06
H 4.687 1.592 2.287 0.11
H 7.062 1.687 2.952 0.11
H -1.237 0.710 -7.109 0.11
H -0.757 3.921 6.153 0.09
H -6.151 -6.047 2.286 0.11
H 0.782 1.688 -1.240 0.11
H 8.692 5.670 4.141 0.09
H 9.043 5.524 2.386 0.09
H -3.833 0.909 -1.491 0.11
H 4.534 5.821 2.211 0.11
H -3.706 0.237 0.741 0.09
H -5.076 2.228 -3.149 0.11
H 2.739 4.516 1.214 0.12
H 1.538 -3.321 -2.553 0.11
H 2.625 -5.236 -3.654 0.11
H 4.027 -2.662 -6.743 0.11
H -0.238 2.962 -2.589 0.11
H -3.777 -6.393 1.760 0.11
H 0.190 2.317 -8.313 0.11
H -5.828 0.615 1.893 0.11
H 1.398 -2.507 3.858 0.12
H 2.126 3.336 -7.198 0.11
H -1.942 0.682 -0.077 0.08
H -4.375 -4.384 -2.081 0.11
H 0.318 4.712 7.313 0.09
H -5.716 -3.339 -3.855 0.10
H 2.694 2.723 6.998 0.09
H -0.033 -0.050 1.201 0.05
H -4.674 -2.143 4.928 0.11
H 3.495 3.559 5.675 0.09
H -0.201 -6.452 3.634 0.11
H -6.004 -2.214 0.411 0.12
H 2.761 2.756 1.283 0.10
H 2.578 2.828 -4.833 0.12
H -2.186 -1.631 -5.519 0.10
H 10.189 4.892 3.585 0.09
H -3.919 3.950 -4.474 0.11
```

Output
- Kohn-Sham gap (eV) = 3.5146
- charge = 0